Record 1
The following is a quantum chemistry calculation of a molecular structure, C30H45NOPRu, from the OMol25 dataset.

Atoms and positions in Å:
C  -1.711882  0.266631  0.021743
C  -1.254877  1.507153  0.645567
C  -1.465253  2.562022  -0.309086
H  -0.923205  1.637886  1.676294
C  -2.016752  2.000873  -1.489765
C  -2.150931  0.594540  -1.316261
H  -2.587349  -0.111995  -2.032771
H  -1.859096  -0.664376  0.561181
H  -1.237452  3.606338  -0.109282
H  -2.354233  2.574892  -2.356578
C  2.451032  1.001284  -0.562665
C  1.822816  -0.029435  0.209902
C  1.251711  -0.964383  -0.728371
H  1.857202  -0.175680  1.286135
C  1.411482  -0.444135  -2.065849
C  2.123438  0.791320  -1.943044
H  2.375850  1.463007  -2.764632
H  3.074307  1.792039  -0.142195
H  0.849627  -1.940846  -0.423833
H  0.992921  -0.870753  -2.975470
Ru  0.093068  0.799224  -0.834793
O  0.286722  3.764168  -2.949803
C  0.221408  5.024312  -2.244861
C  -0.351697  4.904082  -3.638740
H  -0.484194  5.050051  -1.421721
H  1.162405  5.563869  -2.151385
H  -1.442857  4.845856  -3.717812
H  -1.413645  6.363460  -5.654061
C  -0.324881  6.279830  -5.750664
C  0.364998  5.510562  -4.772689
C  1.770033  5.395299  -4.882579
H  2.320066  4.805354  -4.140798
C  2.446175  6.005947  -5.942820
H  3.525787  5.872947  -6.026807
C  1.755004  6.772960  -6.887627
H  2.288537  7.248964  -7.706416
C  0.365165  6.918734  -6.779405
H  -0.187223  7.526092  -7.499051
C  -2.550249  -0.174420  3.635757
C  -1.240568  -0.924038  3.840154
C  -0.318160  0.188782  4.364339
C  -1.427717  -2.010004  4.911224
P  -0.124561  -2.581981  1.709433
N  -0.742214  -1.515007  2.603186
C  1.433668  -3.348321  2.604190
C  0.887526  -4.640941  3.215568
C  2.586623  -3.634359  1.629525
C  1.991761  -2.444255  3.703513
C  -1.084374  -3.802451  0.348219
C  -1.682660  -3.040700  -0.828388
C  -0.085876  -4.790393  -0.267583
C  -2.190672  -4.535415  1.091142
H  -2.904102  0.108012  4.634069
H  -3.319827  -0.754048  3.121966
H  -2.382923  0.769561  3.083288
H  -0.891274  0.857886  5.039225
H  0.498523  -0.221658  4.976402
H  0.050037  0.785798  3.511728
H  -2.114633  -2.781212  4.555520
H  -0.489932  -2.512463  5.190457
H  -1.831508  -1.535640  5.813276
H  0.611711  -5.369023  2.438440
H  1.664109  -5.097576  3.850442
H  0.002521  -4.433149  3.838525
H  3.153800  -2.719943  1.398314
H  3.273256  -4.330594  2.143562
H  2.257434  -4.093476  0.687699
H  2.192864  -1.420928  3.353462
H  1.332319  -2.417911  4.577567
H  2.954958  -2.867561  4.037689
H  -0.961629  -2.389383  -1.327518
H  -2.021087  -3.762900  -1.577977
H  -2.560242  -2.460310  -0.547753
H  0.458032  -5.383345  0.470886
H  -0.649781  -5.503125  -0.885431
H  0.630390  -4.284350  -0.924181
H  -1.833376  -5.013622  2.017130
H  -3.002743  -3.839068  1.342072
H  -2.613654  -5.324562  0.441877

Cartesian forces (eV/Å) of the 2 atoms listed first:
-1.815 0.432 0.856
-1.445 0.164 0.389

The energy relative to the best compared isomer or geometry (same formula, charge and spin) comes out at 0.0 kcal/mol. The maximum force comes out at 0.0484 hartree/bohr. The energy is -1736.036675 Eh. The gap between HOMO and LUMO (spin up / spin down) is 5.7 / 7.7 eV. The calculation puts the HOMO energy (spin up / spin down) at -4.9796 / -8.0260 eV. The calculation puts the molar mass at 567.74 u. Its spin multiplicity is 6.

These are the Löwdin partial charges, in e, on atoms 1 to 5: -0.2905 -0.2506 -0.1873 0.0791 -0.1872


Record 2
The following is a quantum chemistry calculation of 2 unconnected molecules or ions with the total composition C30H46BBrN7O8Si, from the OMol25 dataset.

Atoms and positions in Å:
C  3.666600  5.415623  -2.579110
C  2.870414  4.363681  -2.661556
C  2.136651  2.936294  -2.648968
C  0.593346  3.186691  -2.130116
C  0.484924  3.353190  -0.549285
C  0.374567  1.989281  0.365302
C  1.557469  2.244504  1.482819
Br  1.316775  1.248238  3.184364
C  3.068638  2.193044  0.866913
C  4.175386  1.846012  2.028832
C  0.623025  0.614459  -0.422111
N  1.482722  -0.406496  0.352084
C  2.168473  -1.119681  -0.525944
O  2.989009  -1.671032  -1.312355
N  -0.624213  -0.217515  -0.672102
C  -1.468782  0.232285  -1.775829
O  -0.765108  -0.027395  -3.040592
C  -1.675971  -0.547705  -4.034849
C  -1.146090  -1.862512  -4.848405
O  -2.823254  -0.040180  -4.290293
C  -1.237079  -0.354782  0.655087
N  -1.177401  -1.594102  1.223059
O  -0.596009  -2.601371  0.481420
C  -1.680206  -3.203052  -0.285668
N  -2.503694  -3.533810  -1.121680
Si  -1.741985  -2.037655  2.870592
C  -1.008203  -3.794337  3.277470
C  -3.671217  -2.281028  2.930694
C  -1.238777  -0.868950  4.288108
N  -1.789213  0.789249  1.366210
B  -3.308695  0.930882  1.151406
O  -3.961916  1.116566  -0.106324
O  -4.117258  0.793868  2.349884
C  -4.812052  2.022801  2.712887
C  -6.123692  1.549295  3.583192
C  -1.131980  2.110436  0.982496
C  -1.383108  3.175963  2.138725
C  -2.160574  4.547338  1.667109
N  -3.406001  4.308444  0.886327
H  4.287249  6.360541  -2.763860
H  2.682054  2.127824  -2.044269
H  2.017604  2.621925  -3.766348
H  0.311980  4.220223  -2.598406
H  -0.093849  2.423783  -2.636134
H  1.393727  4.020407  -0.239783
H  -0.424689  4.066832  -0.372815
H  1.459992  3.368184  1.790909
H  3.184451  1.507927  -0.045080
H  3.358752  3.264550  0.503599
H  5.234159  2.112537  1.622575
H  4.112162  0.761246  2.399152
H  3.972795  2.618892  2.876192
H  1.163373  0.680323  -1.429497
H  -1.837220  1.326374  -1.760774
H  -2.436119  -0.421997  -1.804174
H  -0.413399  -1.520536  -5.685268
H  -0.553260  -2.587302  -4.180339
H  -2.012716  -2.405467  -5.373289
H  -1.682864  -4.534931  2.674277
H  0.062282  -3.932130  2.864569
H  -1.124141  -4.075384  4.384631
H  -4.146989  -2.248337  1.880528
H  -3.946006  -3.300378  3.409318
H  -4.110685  -1.454177  3.622437
H  -1.502012  0.239121  4.149047
H  -1.698865  -1.312110  5.266031
H  -0.086234  -0.981139  4.432269
H  -4.779949  1.664311  -0.050619
H  -4.205035  2.692450  3.434740
H  -5.234731  2.625061  1.831715
H  -6.902507  1.111211  2.832214
H  -6.617222  2.523434  3.992824
H  -5.855520  0.803724  4.418009
H  -1.772882  2.469720  0.069277
H  -2.043240  2.793778  3.026750
H  -0.449888  3.588268  2.687521
H  -2.475873  5.060844  2.664152
H  -1.464563  5.292419  1.131159
H  -3.125623  4.202259  -0.114920
H  -4.039893  5.136231  0.870768
C  5.475942  -4.659695  -1.378570
C  4.320357  -4.281674  -2.058048
C  3.962763  -4.927834  -3.238070
C  4.768807  -5.956354  -3.727358
C  5.931357  -6.333844  -3.054820
C  6.282487  -5.679948  -1.876834
N  4.382505  -6.656306  -4.955905
O  3.363749  -6.283729  -5.529378
O  5.096564  -7.575924  -5.337748
H  5.749078  -4.156834  -0.454688
H  3.695714  -3.484152  -1.665668
H  3.059724  -4.623322  -3.757396
H  6.567293  -7.129352  -3.430175
H  7.183559  -5.968064  -1.344209

Cartesian forces (eV/Å) of the 2 atoms listed first:
-4.294 -5.330 -1.138
4.622 3.984 0.919

The maximum force comes out at 0.1664 hartree/bohr. Its total charge is +1. The energy is -5043.629435 Eh. The gap between HOMO and LUMO is 7.1 eV. The calculation puts the HOMO energy at -11.5297 eV. The calculation puts the molar mass at 751.54 u.

These are the Löwdin partial charges, in e, on atoms 1 to 5: 0.0789 -0.1178 -0.1772 -0.1873 -0.1165


Record 3
The following is a quantum chemistry calculation of a molecular structure, C30H46BaBrN3P2, from the OMol25 dataset.

Atoms and positions in Å:
N  -6.815223  5.227501  -5.498467
C  -6.634955  5.890574  -4.336577
C  -5.729400  5.418400  -3.356094
C  -4.969186  4.241653  -3.569507
C  -5.248912  3.558900  -4.777126
C  -6.133611  4.088522  -5.732640
C  -3.994878  3.697833  -2.637905
Ba  0.339575  1.963039  1.356588
P  6.110513  -0.975838  0.053376
C  -3.191710  2.651039  -2.944612
C  -2.381698  1.888746  -2.032976
C  -1.226978  1.235854  -2.572820
C  -0.451640  0.343523  -1.823874
C  -0.805773  -0.013008  -0.489247
C  -1.868346  0.775140  0.099843
C  -2.579957  1.715343  -0.643538
Br  1.594789  -0.810958  1.347078
H  -4.000084  4.181323  -1.664503
H  -3.107081  2.350497  -3.997385
H  -5.667222  5.962397  -2.420594
H  -4.857542  2.577841  -4.995179
H  -7.222613  6.834573  -4.186486
H  -6.302537  3.602899  -6.726317
H  -0.947114  1.428980  -3.635175
H  -3.354709  2.301638  -0.128198
H  0.386460  -0.147114  -2.360359
H  -2.135823  0.585889  1.162829
P  -0.507097  -1.900387  0.064051
C  5.557791  0.759801  0.243438
C  6.702776  1.703557  -0.182126
H  5.280164  0.947225  1.293466
H  4.681883  0.908408  -0.407420
H  6.541784  2.725191  0.183646
H  7.679802  1.373418  0.195854
H  6.793252  1.758072  -1.274463
C  5.390374  -1.456787  -1.549653
C  6.158571  -2.601619  -2.219845
H  5.449702  -0.561586  -2.182363
H  4.337635  -1.726288  -1.387625
H  5.874492  -2.692878  -3.273248
H  7.242438  -2.443127  -2.195397
H  5.955498  -3.569986  -1.751885
C  5.134719  -1.960327  1.262721
C  5.908100  -2.243424  2.562668
H  4.889060  -2.920597  0.781553
H  4.199933  -1.414613  1.470138
H  5.333587  -2.907585  3.224652
H  6.873341  -2.732036  2.369185
H  6.117488  -1.318530  3.115091
C  -0.365476  -3.450738  1.270979
C  -1.393041  -4.597117  1.334056
H  -0.257244  -3.058923  2.292139
H  0.596272  -3.936152  1.055117
H  -2.349150  -4.284901  1.767136
H  -1.586733  -5.075154  0.367835
H  -0.997869  -5.401271  1.974829
C  0.704340  -2.457460  -1.203687
C  0.197796  -2.570396  -2.625946
H  1.039234  -3.444579  -0.876133
H  1.587379  -1.816990  -1.095826
H  -0.574807  -3.334662  -2.718042
H  -0.219734  -1.643061  -3.001659
H  1.032480  -2.846340  -3.275116
C  -2.117328  -2.314585  -0.680792
C  -3.227874  -1.964223  0.301330
H  -2.069223  -3.355743  -1.000530
H  -2.186068  -1.730312  -1.601993
H  -4.028011  -1.407197  -0.193272
H  -3.651046  -2.878730  0.725528
H  -2.885956  -1.352454  1.138765
N  -2.181456  1.325424  7.419983
C  -1.604672  1.222878  6.204437
C  -0.723346  0.146661  5.922884
C  -0.177606  0.057796  4.649122
N  -0.394538  1.019629  3.696545
C  -1.361281  1.953341  3.930586
C  -1.972738  2.101010  5.164542
H  -1.891097  0.718796  8.170585
H  -2.782411  2.109747  7.611660
H  -0.549957  -0.609941  6.692350
H  0.436727  -0.807057  4.345736
H  -1.664153  2.569786  3.062182
H  -2.781082  2.811850  5.342087

Cartesian forces (eV/Å) of the 2 atoms listed first:
0.282 0.254 0.250
0.420 -0.828 -0.192

The energy relative to the best compared isomer or geometry (same formula, charge and spin) comes out at 27.8 kcal/mol. The maximum force comes out at 0.0487 hartree/bohr. Its total charge is +2. The energy is -4616.684430 Eh. The gap between HOMO and LUMO is 5.0 eV. The calculation puts the HOMO energy at -11.3813 eV. The calculation puts the molar mass at 727.90 u.

These are the Löwdin partial charges, in e, on atoms 1 to 5: 0.0581 -0.1089 -0.0095 -0.2147 -0.0214